{
  "formula": "C10H16N",
  "method": "ωB97M-V/def2-TZVPD",
  "symbols": ["C", "C", "C", "C", "C", "C", "C", "C", "C", "C", "N", "H", "H", "H", "H", "H", "H", "H", "H", "H", "H", "H", "H", "H", "H", "H", "H"],
  "xyz": [[1.92, -0.53, 1.24], [-1.46, 1.02, -1.10], [-0.90, -0.37, -1.30], [0.17, 1.49, 0.84], [-1.81, 0.01, 0.87], [-1.27, 1.39, 0.39], [0.74, 0.11, 0.70], [-0.95, -0.94, 0.08], [-0.77, -2.33, 0.44], [2.89, 0.38, -0.88], [2.03, -0.31, -0.05], [2.48, -0.91, 2.04], [-0.84, 1.55, -1.88], [-2.50, 1.11, -1.59], [-1.45, -0.87, -2.06], [0.08, -0.39, -1.63], [0.88, 2.11, 0.37], [0.12, 1.92, 1.84], [-1.66, -0.02, 1.92], [-2.82, -0.21, 0.62], [-1.89, 2.16, 0.97], [-0.58, -2.43, 1.59], [0.02, -2.79, -0.09], [-1.65, -2.85, 0.04], [2.57, 1.44, -0.74], [2.72, 0.15, -2.03], [3.95, 0.11, -0.61]],
  "mulliken_charge": [-0.52, -0.80, -0.68, -1.00, -1.13, 0.30, 0.49, 0.96, -1.65, -0.75, 0.03, 0.43, 0.35, 0.36, 0.44, 0.24, 0.34, 0.35, 0.37, 0.41, 0.42, 0.29, 0.42, 0.41, 0.34, 0.23, 0.35],
  "lumo_ev": [-5.04, -5.04],
  "total_charge": 1,
  "homo_energy_ev": [-12.71, -12.71],
  "homo_lumo_gap_ev": [7.670, 7.671]
}



{
  "formula": "CHF3IrNOS2",
  "method": "ωB97M-V/def2-TZVPD",
  "symbols": ["N", "S", "S", "C", "F", "F", "F", "Ir", "O", "H"],
  "xyz": [[-1.11, 1.01, -1.46], [-2.25, 0.51, -0.19], [0.37, 1.34, -1.03], [0.86, -0.93, -0.06], [0.76, -1.58, 1.13], [0.37, -1.81, -0.95], [2.20, -0.94, -0.27], [-0.62, 0.95, 1.52], [0.86, 1.53, 0.47], [-0.73, 2.74, 0.50]],
  "mulliken_spin": [-0.02, 0.29, 0.00, 0.58, 0.05, 0.06, 0.05, 2.11, 0.26, 0.62],
  "lumo_ev": [-1.44, -2.61],
  "homo_energy_ev": [-8.15, -9.21],
  "homo_lumo_gap_ev": [6.713, 6.596],
  "spin_multiplicity": 5,
  "s2": 6.057
}



Repeat the first record exactly.
{
  "formula": "C10H16N",
  "method": "ωB97M-V/def2-TZVPD",
  "symbols": ["C", "C", "C", "C", "C", "C", "C", "C", "C", "C", "N", "H", "H", "H", "H", "H", "H", "H", "H", "H", "H", "H", "H", "H", "H", "H", "H"],
  "xyz": [[1.92, -0.53, 1.24], [-1.46, 1.02, -1.10], [-0.90, -0.37, -1.30], [0.17, 1.49, 0.84], [-1.81, 0.01, 0.87], [-1.27, 1.39, 0.39], [0.74, 0.11, 0.70], [-0.95, -0.94, 0.08], [-0.77, -2.33, 0.44], [2.89, 0.38, -0.88], [2.03, -0.31, -0.05], [2.48, -0.91, 2.04], [-0.84, 1.55, -1.88], [-2.50, 1.11, -1.59], [-1.45, -0.87, -2.06], [0.08, -0.39, -1.63], [0.88, 2.11, 0.37], [0.12, 1.92, 1.84], [-1.66, -0.02, 1.92], [-2.82, -0.21, 0.62], [-1.89, 2.16, 0.97], [-0.58, -2.43, 1.59], [0.02, -2.79, -0.09], [-1.65, -2.85, 0.04], [2.57, 1.44, -0.74], [2.72, 0.15, -2.03], [3.95, 0.11, -0.61]],
  "mulliken_charge": [-0.52, -0.80, -0.68, -1.00, -1.13, 0.30, 0.49, 0.96, -1.65, -0.75, 0.03, 0.43, 0.35, 0.36, 0.44, 0.24, 0.34, 0.35, 0.37, 0.41, 0.42, 0.29, 0.42, 0.41, 0.34, 0.23, 0.35],
  "lumo_ev": [-5.04, -5.04],
  "total_charge": 1,
  "homo_energy_ev": [-12.71, -12.71],
  "homo_lumo_gap_ev": [7.670, 7.671]
}